# C2H9N2S

A cluster of 2 separate species, C2H9N2S in total at a distorted geometry (ωB97M-V with the def2-TZVPD basis set, the OMol25 dataset).

## Properties
LUMO level ... 4.30 eV
HOMO-LUMO gap ... 7.31 eV
Relative energy (zero: lowest compared OMol25 entry of this formula, charge and spin) ... 33.0 kJ/mol
E_HOMO ... -0.111 Ha

Geometry as ORCA input:
```
! RIJCOSX wB97M-V def2-TZVPD def2/J DEFGRID3
* xyz -1 1
S 0.7735 1.0713 1.3092
H -2.2688 -1.3023 0.9943
H -0.8059 -0.4527 -2.2796
C -0.7287 -1.1459 -0.3051
N -1.8806 -0.5878 0.3935
H 1.6296 0.0231 -0.7419
H -0.4254 0.8400 -1.0353
H 1.4106 1.8403 2.1405
H -1.0938 -2.0942 -0.7890
H 0.1444 -1.3382 0.3832
H 1.5258 0.1816 -2.3542
N 1.1692 -0.3997 -1.5549
C -0.2726 -0.2138 -1.3691
H -1.5042 0.2324 0.9090
*
```